No. 1
8
Properties=species:S:1:pos:R:3:forces:R:3 method="wB97M-V/def2-TZVPD" total_energy_ev=-17642.1565 gap_ev=10.408 e_homo_ev=-10.080 smiles="N=P(O)(O)F" de_lowest_kj_mol=46.1 lumo_ev=0.3 total_charge=0
N -1.137835 -0.873555 -0.872734 0.04 1.91 -0.54
O 0.001015 -0.058196 1.457026 -0.13 -0.22 -0.76
O 0.705426 1.315964 -0.545233 0.28 -0.79 1.24
F 1.355667 -1.061177 -0.360059 -0.91 0.57 0.41
P 0.043729 -0.168693 -0.180256 1.52 0.45 1.21
H -1.740115 -0.369651 -1.557803 0.78 -0.68 0.95
H -0.691392 -0.477181 2.016595 0.54 0.22 -1.25
H 1.463505 1.692492 0.042461 -2.12 -1.48 -1.27

***

No. 2
47
Properties=species:S:1:pos:R:3:forces:R:3 method="wB97M-V/def2-TZVPD" total_energy_ev=-70164.4992 gap_ev="5.679 / 5.678" e_homo_ev="-14.732 / -14.732" de_lowest_kj_mol=75.9 lumo_ev="-9.1 / -9.1" total_charge=+2
Au 0.816141 -0.105613 -0.634440 0.57 0.00 0.04
Cl -2.067479 -0.523827 -1.767997 -0.05 -0.07 -0.08
C -2.049554 -2.222506 -1.391542 0.14 0.18 0.02
C -3.269937 -2.870021 -1.317327 0.01 0.01 0.03
C -3.317915 -4.219686 -1.005238 0.04 -0.05 0.01
C -2.150816 -4.928133 -0.759432 -0.05 0.03 -0.01
C -0.944609 -4.260414 -0.811978 0.12 -0.15 0.03
Cl 0.542925 -5.123434 -0.582447 -0.13 -0.07 0.02
C -0.854700 -2.899396 -1.124400 0.11 -0.04 0.05
S 0.818896 -2.339347 -1.219455 -0.51 0.03 -0.20
H -4.176144 -2.313611 -1.510637 0.00 0.00 -0.01
H -4.272496 -4.725691 -0.964594 0.00 0.00 0.00
H -2.168774 -5.987016 -0.541616 0.00 0.01 0.00
O 2.959137 1.056679 -0.098904 -0.26 0.09 0.01
C 3.791098 1.059509 -1.251196 -0.04 -0.04 -0.03
C 2.995214 0.719337 -2.486963 -0.07 0.06 0.00
C 3.602673 0.902614 -3.717927 0.04 0.05 -0.01
C 2.908600 0.643687 -4.883051 -0.01 0.00 -0.01
C 1.589994 0.214414 -4.799574 -0.01 0.00 -0.03
C 1.033454 0.034371 -3.559651 0.04 0.01 0.09
N 1.722674 0.276990 -2.418257 0.19 0.02 -0.25
H 3.491908 1.016901 0.703942 0.01 0.03 -0.01
H 4.606140 0.339464 -1.143626 -0.01 -0.02 0.01
H 4.226033 2.049808 -1.400097 0.02 0.00 0.02
H 4.622385 1.264056 -3.748457 0.00 -0.01 0.00
H 3.383433 0.785142 -5.844734 0.00 0.00 0.00
H 0.999474 0.016053 -5.682149 0.00 0.00 0.00
H 0.017549 -0.308997 -3.439243 0.00 -0.02 0.00
O -0.877459 5.613181 2.887948 -0.07 -0.04 0.12
C -1.375968 4.653576 3.788733 0.13 -0.05 -0.24
N -1.046823 3.389786 3.135865 -0.03 0.13 0.07
C -1.349489 2.222466 3.712687 -0.06 -0.27 0.09
O -1.904345 2.122474 4.787581 0.03 0.08 -0.05
C -0.980575 0.935922 2.983946 0.02 0.15 -0.01
C -1.286274 -0.256060 3.632613 -0.02 -0.03 0.03
C -0.982834 -1.463745 3.030495 -0.02 -0.04 0.03
C -0.380941 -1.469456 1.790243 0.06 0.15 -0.01
N -0.088997 -0.318634 1.160611 -0.20 -0.10 0.33
C -0.381561 0.861935 1.746584 -0.02 -0.06 -0.07
H -1.073012 6.494715 3.221263 0.01 0.02 -0.02
H -2.457346 4.721991 3.921209 -0.02 0.01 0.02
H -0.885185 4.695381 4.762877 -0.01 0.01 0.03
H -0.581991 3.480676 2.249723 0.00 0.02 -0.01
H -1.757972 -0.194108 4.605562 0.00 -0.01 0.00
H -1.203099 -2.404311 3.514897 0.00 0.00 0.00
H -0.115416 -2.387450 1.290398 0.04 -0.01 0.00
H -0.126018 1.750330 1.177757 0.00 -0.01 0.01

***

No. 3
37
Properties=species:S:1:pos:R:3:forces:R:3 method="wB97M-V/def2-TZVPD" total_energy_ev=-34741.3452 gap_ev=9.170 e_homo_ev=-9.195 smiles="COCCNC(=O)c1ccc(C(=O)NCCOC)s1" de_lowest_kj_mol=163.0 lumo_ev=0.0 total_charge=0
C 4.381666 5.195949 -3.202907 0.00 0.01 -0.03
H 3.583910 5.811576 -2.772591 0.00 0.01 -0.02
O 4.944559 4.344673 -2.231433 0.15 -0.09 0.00
C 4.011715 3.579715 -1.514272 -0.14 -0.23 0.01
C 3.385346 2.440117 -2.341681 0.20 0.40 -0.12
N 2.591182 1.562873 -1.518322 0.16 0.00 0.14
C 1.242922 1.707771 -1.425065 0.38 -0.06 -0.11
O 0.618087 2.508241 -2.093990 -0.17 0.15 -0.04
C 0.574406 0.800507 -0.477579 -0.68 -0.26 0.38
C 1.054896 -0.253348 0.263000 0.06 0.40 -0.37
C 0.059289 -0.872296 1.028396 -0.52 0.05 0.12
C -1.172084 -0.283069 0.869234 0.45 0.43 -0.49
S -1.115343 1.041068 -0.232554 0.44 -0.42 0.23
C -2.480210 -0.587644 1.476479 -0.03 -0.24 0.34
O -3.447257 0.129306 1.299289 -0.14 0.14 -0.14
N -2.509845 -1.689620 2.267062 0.10 -0.20 0.05
H -1.743641 -2.342617 2.255016 0.05 0.13 -0.10
C -3.744817 -2.196383 2.812526 -0.27 -0.32 -0.17
C -4.214094 -3.433468 2.047541 -0.06 0.25 0.11
O -3.227338 -4.434641 2.183329 0.09 0.28 0.18
C -3.553087 -5.622591 1.509995 -0.01 -0.08 -0.08
H -3.668436 -5.450043 0.432726 0.01 -0.03 0.03
H -2.730838 -6.314192 1.681589 -0.06 -0.06 -0.06
H -4.482864 -6.056652 1.897214 0.03 -0.01 -0.01
H -5.174110 -3.784117 2.454401 0.06 0.02 -0.03
H -4.357225 -3.184827 0.985011 -0.01 -0.01 0.09
H -4.488953 -1.402151 2.729870 0.06 -0.12 0.09
H -3.589957 -2.458937 3.862391 -0.10 0.04 -0.05
H 0.255688 -1.709964 1.674442 0.00 -0.14 0.13
H 2.077342 -0.589189 0.256945 0.18 -0.04 -0.03
H 3.075895 0.980697 -0.856184 -0.14 -0.01 0.00
H 4.179966 1.867752 -2.828440 -0.06 0.07 -0.01
H 2.712491 2.850004 -3.097864 0.16 -0.10 0.01
H 4.573920 3.154173 -0.676797 -0.14 0.01 -0.01
H 3.207721 4.216125 -1.115654 0.05 -0.07 0.02
H 3.979051 4.637115 -4.053645 -0.01 0.04 0.00
H 5.190046 5.838087 -3.547478 -0.08 0.03 -0.06

***

No. 4
9
Properties=species:S:1:pos:R:3:forces:R:3 method="wB97M-V/def2-TZVPD" total_energy_ev=-7720.1327 gap_ev=5.500 e_homo_ev=-1.201 smiles=[O-]N[C@@H]1CO1 de_lowest_kj_mol=528.7 lumo_ev=4.3 total_charge=-1
C 0.176902 0.671185 0.473746 -1.38 -2.32 -1.17
C 0.550917 -0.414810 -0.591423 -1.95 -0.32 0.24
N -0.366306 -1.162255 -1.475863 -0.88 1.81 0.08
O -0.570594 -2.387441 -0.853215 -0.14 -0.55 0.16
O 0.828486 0.928029 -0.738766 0.64 1.68 -1.53
H -0.930660 0.920307 0.428405 1.53 -0.15 0.67
H 0.800418 0.707494 1.357113 -0.28 0.45 0.28
H 1.431091 -1.031500 -0.475742 0.01 -0.15 0.47
H -1.358454 -0.693175 -1.633935 2.44 -0.45 0.80

***

No. 5
19
Properties=species:S:1:pos:R:3:forces:R:3 method="wB97M-V/def2-TZVPD" total_energy_ev=-9935.3770 gap_ev=10.030 e_homo_ev=-9.151 de_lowest_kj_mol=296.9 lumo_ev=0.9 total_charge=0
C -1.743795 0.100759 -0.049513 -2.50 1.12 -1.58
C -0.281927 -0.961775 1.466111 0.68 1.73 -1.42
C 0.243030 0.441482 -1.629037 -0.26 -0.84 -1.13
C 0.066962 -0.555401 2.905908 -2.08 -0.02 1.15
C 1.094878 1.645236 -1.763217 0.77 -0.49 1.70
C 0.375608 -0.704238 -2.285881 0.69 -1.64 0.47
N -1.633510 -0.595414 0.967795 1.67 -1.09 1.63
O -0.958097 0.726416 -0.988671 0.70 0.33 0.96
H -2.786848 0.417790 -0.323970 0.95 -0.32 0.24
H 0.418261 -0.531111 0.706804 0.12 -0.04 0.96
H 1.061507 -1.050491 3.120214 -1.19 0.87 0.24
H -0.823375 -0.966323 3.609071 2.30 0.61 -1.42
H 0.027140 0.569805 3.103767 0.51 -1.52 -0.47
H 1.869619 1.697294 -2.482086 0.55 -0.87 -1.14
H 1.647263 1.840350 -0.826041 -0.57 0.01 -0.04
H 0.466800 2.440075 -1.970349 -1.25 1.93 -0.14
H -0.173415 -1.608325 -1.933703 -0.05 0.94 -0.73
H -0.049787 -1.999010 1.392836 -0.63 -1.11 -0.13
H 1.179684 -0.907118 -3.020036 -0.40 0.40 0.83

***

No. 6
72
Properties=species:S:1:pos:R:3:forces:R:3 method="wB97M-V/def2-TZVPD" total_energy_ev=-453720.2880 gap_ev=9.383 e_homo_ev=-9.148 smiles="CN(C)C=O.CN(C)C=O.CN(C)C=O.CN(C)C=O.BrCCBr.BrCCBr.BrCCBr" de_lowest_kj_mol=77.9 lumo_ev=0.2 total_charge=0
Br -2.002155 2.180693 5.085281 0.35 0.26 -0.04
C -1.235145 3.725225 4.159889 -0.33 0.72 0.13
C -1.346949 3.544913 2.675537 0.21 -0.79 -0.46
Br -3.214438 3.654991 2.076945 0.52 0.00 0.11
H -0.207717 3.895622 4.470791 0.14 -0.51 -0.02
H -1.786133 4.601788 4.493743 -0.19 -0.13 0.05
H -0.925477 2.570595 2.427472 -0.46 -0.15 -0.16
H -0.752093 4.207571 2.052232 -0.20 0.55 0.36
Br -2.106198 2.542381 -3.615816 -0.07 -0.36 -0.02
C -2.485855 0.672278 -4.073859 0.15 -0.19 -0.41
C -3.728006 0.692627 -4.929334 0.38 -0.69 -0.44
Br -4.179593 -1.077440 -5.720349 0.20 0.33 0.37
H -2.541696 0.050837 -3.190195 -0.19 0.27 0.37
H -1.632651 0.329690 -4.651903 0.04 0.06 -0.07
H -3.486570 1.256335 -5.819290 -0.51 0.44 0.04
H -4.617878 0.989709 -4.395244 -0.06 0.29 -0.08
Br -2.631848 -1.892807 1.788643 -0.08 0.18 -0.27
C -1.352958 -0.433731 1.943038 0.45 -0.50 0.45
C -0.737215 -0.008980 0.647389 -0.29 -0.05 -0.64
Br -2.032681 1.040938 -0.401087 0.54 -0.26 0.17
H -0.566539 -0.848814 2.575045 -0.04 0.09 0.06
H -1.858739 0.357799 2.483742 -0.02 0.13 -0.07
H -0.417910 -0.834487 0.013845 -0.32 -0.18 0.08
H 0.159863 0.584033 0.796062 -0.21 0.50 0.27
C 2.654670 1.756923 1.808558 0.34 0.58 -0.34
O 1.611923 2.323806 2.071268 -0.58 -0.27 0.40
N 3.780457 2.431836 1.504251 -0.05 -0.31 0.26
C 3.785907 3.873000 1.546323 -0.29 0.27 -0.77
C 4.820977 1.803527 0.750607 1.11 -0.34 -0.35
H 2.796617 0.669123 1.777769 -0.18 -0.15 -0.02
H 3.260194 4.291598 0.677245 0.00 -0.03 0.05
H 4.819212 4.200666 1.472255 0.02 0.14 0.31
H 3.278140 4.255359 2.424890 0.14 -0.10 0.19
H 4.714807 1.933820 -0.328887 -0.19 0.12 -0.06
H 5.790190 2.226691 1.023633 -0.05 0.03 0.07
H 4.902256 0.730596 0.915866 -0.35 -0.03 0.18
C -0.839411 -1.494338 5.334896 0.08 -0.78 -0.32
O -1.978578 -1.596112 5.715072 -0.39 0.36 0.09
N -0.166946 -2.474570 4.666071 -0.04 0.45 -0.06
C 1.234216 -2.325092 4.442709 1.08 0.10 -0.81
C -0.769899 -3.688373 4.177790 0.27 -0.66 -0.34
H -0.203131 -0.604299 5.454221 -0.13 0.16 0.28
H 1.870730 -3.111913 4.862519 -0.40 -0.12 0.36
H 1.599462 -1.377712 4.834733 -0.13 0.05 0.10
H 1.494110 -2.343170 3.374328 -0.25 0.08 -0.04
H -0.654364 -3.807608 3.092715 0.34 0.31 0.08
H -0.231385 -4.525139 4.635990 -0.43 -0.16 0.06
H -1.843928 -3.740454 4.314201 0.04 0.19 0.64
C 3.159841 -0.313198 -2.707505 -0.21 0.36 -0.34
O 3.336337 -0.669627 -1.563545 0.14 -0.17 0.34
N 2.320930 0.687541 -3.069849 0.67 -0.55 0.28
C 2.323775 1.259464 -4.391669 -0.04 0.60 -0.04
C 1.648664 1.476046 -2.054374 0.29 0.11 -0.58
H 3.660809 -0.776292 -3.575387 0.01 -0.06 0.08
H 3.035099 0.803958 -5.075516 -0.06 -0.43 0.15
H 2.630423 2.308981 -4.318436 -0.12 0.03 -0.07
H 1.316975 1.230682 -4.811457 0.04 0.00 -0.17
H 2.278211 2.315020 -1.745976 -0.06 0.25 -0.15
H 0.759469 1.824437 -2.575434 -0.36 0.27 0.72
H 1.468158 0.907801 -1.152441 -0.34 -0.33 -0.12
C -1.782587 -4.561709 -1.936139 -0.79 -0.45 0.57
O -0.656088 -4.956939 -1.885313 1.81 -0.35 -0.24
N -2.287387 -3.711928 -2.838350 -0.87 -0.16 -0.85
C -3.608142 -3.185570 -2.642121 -0.76 1.25 0.74
C -1.458997 -3.133313 -3.872357 0.33 0.87 0.07
H -2.506744 -4.939024 -1.200448 -0.42 0.27 -0.01
H -3.560788 -2.107854 -2.422045 0.13 0.00 -0.19
H -4.078622 -3.574563 -1.739397 0.25 -0.42 -0.03
H -4.347267 -3.275852 -3.440664 0.50 -0.41 -0.36
H -0.985687 -2.232555 -3.455369 0.21 -0.06 -0.16
H -0.675698 -3.795417 -4.229451 -0.06 -0.25 0.31
H -2.030332 -2.790046 -4.738362 -0.28 -0.31 0.27

***

No. 7
14
Properties=species:S:1:pos:R:3:forces:R:3 method="wB97M-V/def2-TZVPD" total_energy_ev=-8371.3764 gap_ev=10.372 e_homo_ev=-9.561 smiles="OC/C=C/CO" de_lowest_kj_mol=183.8 lumo_ev=0.8 total_charge=0
O -0.618111 1.150209 -2.106424 0.13 -0.13 -0.13
C -0.367275 1.708776 -0.833646 -0.01 0.22 0.26
C -0.103969 0.668867 0.222941 -0.01 -0.20 -0.05
C -0.511875 -0.599149 0.168858 0.14 0.20 -0.03
C 0.079505 -1.648381 1.079610 -0.28 -0.14 -0.02
O 1.371604 -1.280403 1.521694 0.17 -0.01 -0.08
H 0.130689 0.570191 -2.301788 -0.22 0.06 -0.07
H 0.504537 2.382917 -0.861463 -0.17 -0.07 -0.05
H -1.237446 2.332269 -0.602413 0.08 -0.10 0.05
H 0.551764 0.962733 1.042084 -0.05 0.02 -0.14
H -1.207435 -0.924571 -0.604647 0.17 0.05 0.08
H 1.811980 -0.905148 0.746039 0.08 -0.10 0.25
H 0.109262 -2.609512 0.542179 -0.02 0.15 0.08
H -0.513231 -1.808798 1.986976 -0.03 0.05 -0.15

***

No. 8
12
Properties=species:S:1:pos:R:3:forces:R:3 method="wB97M-V/def2-TZVPD" total_energy_ev=-7329.0288 gap_ev=10.617 e_homo_ev=-9.620 smiles="O=C1CC=CC1" de_lowest_kj_mol=24.7 lumo_ev=1.0 total_charge=0
O -1.852697 -1.370832 0.535275 0.34 0.27 -0.23
C -0.942995 -0.691741 0.133477 -0.24 -0.18 0.00
C 0.484766 -1.160661 -0.157902 -0.02 -0.07 0.06
C 1.269310 0.095926 0.122216 -0.05 0.15 0.03
C 0.482276 1.173189 0.164598 0.12 -0.10 0.01
C -0.961515 0.822162 -0.093476 -0.06 0.01 0.06
H 0.541216 -1.454337 -1.217426 0.01 0.03 0.16
H 0.760909 -2.032840 0.440821 -0.06 0.13 -0.04
H 2.340980 0.096891 0.293941 -0.15 0.03 -0.07
H 0.814291 2.183471 0.381896 -0.01 -0.15 -0.10
H -1.695402 1.329387 0.538401 0.11 -0.11 -0.03
H -1.241140 1.009385 -1.141823 0.02 -0.01 0.16

***

Please write out number 5 again, unchanged.
19
Properties=species:S:1:pos:R:3:forces:R:3 method="wB97M-V/def2-TZVPD" total_energy_ev=-9935.3770 gap_ev=10.030 e_homo_ev=-9.151 de_lowest_kj_mol=296.9 lumo_ev=0.9 total_charge=0
C -1.743795 0.100759 -0.049513 -2.50 1.12 -1.58
C -0.281927 -0.961775 1.466111 0.68 1.73 -1.42
C 0.243030 0.441482 -1.629037 -0.26 -0.84 -1.13
C 0.066962 -0.555401 2.905908 -2.08 -0.02 1.15
C 1.094878 1.645236 -1.763217 0.77 -0.49 1.70
C 0.375608 -0.704238 -2.285881 0.69 -1.64 0.47
N -1.633510 -0.595414 0.967795 1.67 -1.09 1.63
O -0.958097 0.726416 -0.988671 0.70 0.33 0.96
H -2.786848 0.417790 -0.323970 0.95 -0.32 0.24
H 0.418261 -0.531111 0.706804 0.12 -0.04 0.96
H 1.061507 -1.050491 3.120214 -1.19 0.87 0.24
H -0.823375 -0.966323 3.609071 2.30 0.61 -1.42
H 0.027140 0.569805 3.103767 0.51 -1.52 -0.47
H 1.869619 1.697294 -2.482086 0.55 -0.87 -1.14
H 1.647263 1.840350 -0.826041 -0.57 0.01 -0.04
H 0.466800 2.440075 -1.970349 -1.25 1.93 -0.14
H -0.173415 -1.608325 -1.933703 -0.05 0.94 -0.73
H -0.049787 -1.999010 1.392836 -0.63 -1.11 -0.13
H 1.179684 -0.907118 -3.020036 -0.40 0.40 0.83